The following is a DFT calculation (the ωB97M-V functional and the def2-TZVPD basis) of the molecule C5H13NSi.

XYZ file:
```
20
Properties=species:S:1:pos:R:3:mulliken_charge:R:1
C -0.309 0.761 1.596 -0.1128
C 0.485 0.099 0.760 0.4893
C -1.549 1.388 1.328 -0.8915
C 1.782 -0.521 1.117 -1.6320
C 0.259 -1.792 -1.305 -1.2243
N -1.185 0.691 -1.896 -0.5321
Si 0.331 0.156 -1.108 0.3610
H 0.022 0.682 2.615 0.3458
H -2.530 0.812 1.602 0.2209
H -1.628 2.327 1.924 0.3360
H -1.575 1.708 0.301 0.1422
H 2.551 0.113 1.392 0.3474
H 1.715 -1.389 1.807 0.3892
H 2.050 -1.162 0.311 0.4765
H 0.974 -2.193 -1.932 0.3816
H 0.547 -2.164 -0.286 0.3288
H -0.741 -2.058 -1.638 0.3210
H -1.177 0.265 -2.802 0.2038
H -1.527 1.628 -1.801 0.1765
H 1.505 0.648 -1.985 -0.1273
```

Calculated values
- Structure (SMILES): C/C=C(/C)[Si@@H](C)N

***

The following is a DFT calculation (the ωB97M-V functional and the def2-TZVPD basis) of a structure of composition C5H13O2.

XYZ file:
```
20
Properties=species:S:1:pos:R:3:mulliken_charge:R:1
C -0.797 -0.646 1.162 -0.6610
O 0.445 -0.808 1.803 -0.7137
C -0.684 0.344 0.000 -0.7974
C -0.078 -0.265 -1.281 0.8376
C 0.708 0.832 -2.028 -1.3473
C -1.091 -0.988 -2.164 -1.3973
H -1.092 -1.623 0.735 0.2616
H -1.531 -0.343 1.926 0.3015
H -0.062 1.152 0.378 0.3177
H -1.693 0.766 -0.161 0.3445
H 0.617 -1.002 -0.864 0.2418
H 0.489 0.842 -3.103 0.3782
H 0.484 1.817 -1.635 0.3405
H 1.788 0.672 -2.014 0.2563
H -2.105 -0.587 -2.011 0.2826
H -1.297 -2.051 -2.030 0.3209
H -0.859 -0.808 -3.218 0.3868
H 1.849 1.584 1.737 0.1943
H 0.916 0.199 2.150 0.3755
O 1.358 1.279 2.511 -0.9233
```

Calculated values
- Charge: -1

***

The following is a DFT calculation (the ωB97M-V functional and the def2-TZVPD basis) of a cluster of 2 separate species, C5H13O2 in total.

XYZ file:
```
20
Properties=species:S:1:pos:R:3:mulliken_charge:R:1
C -1.888 0.575 0.779 -0.9617
O -1.300 0.650 1.951 -0.8346
C -0.758 0.882 -0.300 -0.0470
C 0.766 0.711 0.280 -0.9387
C 1.844 0.508 -0.658 -0.2773
C 1.576 -0.517 -1.943 -0.7886
H -2.264 -0.331 0.493 0.3560
H -2.760 1.296 0.634 0.3015
H -0.847 1.951 -0.646 0.2918
H -0.758 0.036 -1.085 0.0619
H 0.503 -0.061 1.151 0.2459
H 0.967 1.541 0.932 0.4244
H 2.582 -0.114 -0.034 0.1639
H 2.179 1.495 -0.862 0.3370
H 2.399 -1.306 -1.818 0.2802
H 1.636 -0.084 -2.998 0.2078
H 0.572 -0.885 -1.479 0.1895
H -2.109 -1.971 2.362 0.3457
H -0.902 -1.819 1.407 0.3918
O -1.438 -2.557 1.833 -0.7495
```

Calculated values
- Charge: -1

***

| no. | orbital gap (Eh) |
| --- | --- |
| 1 | 0.3668 |
| 2 | 0.2640 |
| 3 | 0.2389 |